Entry 1:
# C37H42AsF6N5OS3TeTi

A molecular structure, C37H42AsF6N5OS3TeTi (ωB97M-V with the def2-TZVPD basis set, OMol25).

## Properties
orbital gap (alpha / beta) = 4.77 / 7.20 eV
total energy = -6931.51138 Eh

```
! RIJCOSX wB97M-V def2-TZVPD def2/J DEFGRID3
* xyz -1 2
Ti -0.5739 1.0174 -0.8419
C 1.7333 -4.0346 -2.4524
C 2.8879 -3.5465 -1.5881
N 2.4797 -2.8969 -0.3517
C 1.8942 -1.6421 -0.3866
S 1.2374 -1.1016 1.1826
N 1.8949 -0.9811 -1.4762
N 1.4201 0.3045 -1.5277
C 1.9774 1.0264 -2.5075
C 3.0977 0.4630 -3.3236
C 1.4522 2.3141 -2.7104
C 2.0426 3.3173 -3.5263
C 1.4736 4.5526 -3.6079
C 0.2860 4.8203 -2.8868
C -0.2518 3.8098 -2.1338
N 0.2925 2.5891 -2.0308
H 2.1128 -4.5426 -3.3422
H 1.1054 -3.2024 -2.7630
H 1.1032 -4.7365 -1.9020
H 3.4906 -2.8272 -2.1441
H 3.5428 -4.3763 -1.3087
H 2.0762 -3.4975 0.3512
H 2.7806 -0.4824 -3.7662
H 3.9694 0.2397 -2.7017
H 3.3967 1.1378 -4.1210
H 2.9562 3.1034 -4.0610
H 1.9301 5.3220 -4.2185
H -0.2024 5.7832 -2.9266
H -1.1743 3.9513 -1.5856
C -6.2898 0.3408 -1.3698
C -6.2690 -0.2760 0.0346
C -5.7746 -1.7267 -0.0554
C -7.7003 -0.2851 0.5726
C -5.3138 0.5059 0.9381
C -5.6815 0.9420 2.2198
C -4.7868 1.5883 3.0575
C -3.4962 1.8106 2.6026
S -2.1418 2.5373 3.4115
C -1.1656 2.2040 2.0198
N -1.7827 1.6521 1.0284
C -3.1110 1.3963 1.3229
C -4.0208 0.7481 0.4956
C 0.2552 2.4811 1.8713
C 0.9898 3.1187 2.8701
C 2.3293 3.3771 2.6665
C 2.9072 2.9826 1.4630
C 2.1597 2.3282 0.4925
C 0.7978 2.0398 0.6543
H -6.9603 -0.2288 -2.0173
H -5.3023 0.3379 -1.8303
H -6.6402 1.3747 -1.3320
H -6.4203 -2.3138 -0.7128
H -5.7731 -2.1927 0.9334
H -4.7632 -1.7823 -0.4575
H -8.3430 -0.8275 -0.1238
H -8.0974 0.7272 0.6785
H -7.7680 -0.7862 1.5403
H -6.6857 0.7710 2.5809
H -5.0927 1.9057 4.0463
H -3.6836 0.4300 -0.4804
H 0.5154 3.4063 3.8029
H 2.9201 3.8701 3.4283
H 3.9579 3.1836 1.2823
H 2.6673 2.0340 -0.4153
O -0.9230 -0.5586 3.6152
S -1.7865 -1.7600 3.8295
C -0.7238 -3.2308 3.5883
C -1.3547 -4.1076 2.5111
C -1.9583 -3.1467 1.4880
C -2.7160 -2.1034 2.2969
H -0.5774 -3.7280 4.5469
H 0.2252 -2.8112 3.2507
H -2.1358 -4.7427 2.9405
H -0.6067 -4.7674 2.0665
H -2.6183 -3.6562 0.7834
H -1.1785 -2.6596 0.9054
H -3.7075 -2.4479 2.5988
H -2.8063 -1.1394 1.7976
Te 3.2260 -0.5477 2.3644
C 3.4093 -2.4469 3.2917
C 2.8189 -2.7055 4.5233
C 2.8828 -3.9776 5.0798
C 3.5394 -4.9984 4.4084
C 4.1420 -4.7445 3.1823
C 4.0810 -3.4739 2.6280
H 2.2902 -1.9125 5.0390
H 2.4102 -4.1705 6.0352
H 3.5847 -5.9908 4.8396
H 4.6583 -5.5375 2.6552
H 4.5315 -3.2780 1.6627
F -1.1324 -0.5550 -0.0707
As -2.3967 -1.6350 -2.4269
F -3.5101 -3.0533 -2.5118
F -1.1163 -2.6859 -1.9146
F -2.0643 -1.7915 -4.1245
F -0.8549 -0.1156 -2.4943
F -2.0761 1.8352 -1.4658
*
```

***

Entry 2:
# C4H7NO2S

A single C4H7NO2S molecule (ωB97M-V with the def2-TZVPD basis set, OMol25).

## Properties
orbital gap = 10.13 eV
total energy = -759.97084 Eh

```
! RIJCOSX wB97M-V def2-TZVPD def2/J DEFGRID3
* xyz 0 1
C 2.2089 -1.0455 0.5422
C 1.0436 -0.0553 0.4766
S 1.2506 1.4203 -0.6298
C 0.1344 -0.0896 -0.7123
C -1.3295 0.0809 -0.5376
O -2.0654 -0.8977 -0.6174
N -1.8497 1.2860 -0.3339
O -3.1032 1.3062 0.0818
H 2.9451 -0.6249 1.2307
H 2.6724 -1.3742 -0.3866
H 1.9347 -2.0124 1.0251
H 0.4875 0.1962 1.3959
H 0.3448 -0.6680 -1.5849
H -1.3122 2.0821 0.0816
H -3.3621 0.3958 -0.0314
*
```

***

For reference, maximum force by record: 0.2, 3.8 eV/Å.